This record from the Open Molecules 2025 dataset describes a structure of composition H16O8 in a non-equilibrium geometry. The level of theory is ωB97M-V/def2-TZVPD.

## Properties
Charge: 0
F_max: 0.0449 Eh/bohr
HOMO-LUMO gap: 0.1267 Eh
Relative energy (zero: lowest compared OMol25 entry of this formula, charge and spin): 1205.24 kJ/mol
E_tot: -611.12356 Ha
E_HOMO: -10.281 eV

Atoms and positions in Å:
H1 -0.819 2.106 -0.002
O1 -1.003 2.235 0.947
H2 -0.387 -1.661 1.275
H3 1.459 1.395 2.938
O2 -1.056 -2.029 -1.714
O3 -0.049 1.471 -1.362
H4 0.919 1.523 -1.286
H5 -0.317 1.699 1.378
O4 2.533 1.014 -0.196
H6 0.646 -0.254 2.533
H7 0.263 -1.484 3.482
H8 -0.399 -2.642 -2.016
H9 -1.279 -0.211 -3.801
H10 -0.348 0.909 -2.144
H11 2.392 0.079 -0.381
O5 0.326 -1.216 2.574
O6 0.179 -1.704 0.482
O7 -0.552 -0.276 -3.163
O8 1.074 1.072 2.093
H12 -0.407 -1.797 -0.333
H13 -1.982 -0.286 -0.031
H14 -0.990 -1.200 -2.424
H15 -2.349 0.106 0.464
H16 2.146 1.151 0.688

---

This record from the Open Molecules 2025 dataset describes a cluster of 8 separate species, H16O8 in total in a non-equilibrium geometry. The level of theory is ωB97M-V/def2-TZVPD.

## Properties
Charge: 0
SMILES: O.O.O.O.O.O.O.O
F_max: 0.1459 Eh/bohr
HOMO-LUMO gap: 0.3315 Eh
Relative energy (zero: lowest compared OMol25 entry of this formula, charge and spin): 611.74 kJ/mol
E_tot: -611.34961 Ha
E_HOMO: -9.091 eV

Atoms and positions in Å:
H1 -1.872 -2.033 2.742
H2 3.136 3.707 0.512
O1 -6.165 -1.644 -0.867
H3 4.527 0.101 -1.815
O2 3.325 3.079 1.140
H4 3.009 -1.702 1.216
H5 -0.660 -2.161 1.697
H6 2.951 2.307 0.624
H7 -5.304 -1.428 -0.510
O3 2.499 -2.220 0.580
H8 1.359 -2.801 -0.963
H9 -6.129 -2.567 -1.196
H10 -2.748 5.048 0.700
H11 2.817 -3.115 0.695
O4 -3.156 5.356 -0.166
H12 0.970 -1.407 -1.255
H13 2.981 0.045 -2.167
O5 1.723 -1.913 -1.031
H14 -1.437 0.496 -0.050
O6 3.580 0.414 -1.568
H15 -2.767 4.680 -0.738
H16 -0.018 0.085 0.456
O7 -1.682 -2.078 1.822
O8 -0.939 -0.250 0.142

---

This record from the Open Molecules 2025 dataset describes a cluster of 8 separate species, H16O8 in total in a non-equilibrium geometry. The level of theory is ωB97M-V/def2-TZVPD.

## Properties
Charge: 0
SMILES: O.O.O.O.O.O.O.O
F_max: 0.0197 Eh/bohr
HOMO-LUMO gap: 0.3863 Eh
Relative energy (zero: lowest compared OMol25 entry of this formula, charge and spin): 319.47 kJ/mol
E_tot: -611.46093 Ha
E_HOMO: -10.133 eV

Atoms and positions in Å:
H1 -0.200 -0.325 -0.644
H2 0.189 3.124 0.979
H3 1.097 -3.972 -3.168
O1 1.837 -3.684 -2.620
H4 -3.243 4.588 -1.286
H5 0.882 -2.234 2.973
H6 -0.095 -0.303 -2.161
H7 2.407 -4.459 -2.571
O2 -0.217 0.275 -1.399
H8 -2.814 3.434 -2.178
H9 -3.020 2.172 -0.226
H10 2.177 -4.248 0.741
H11 2.897 2.438 0.471
O3 1.257 -4.015 0.908
H12 1.040 -3.668 3.453
O4 0.372 -3.004 3.250
H13 2.086 1.478 1.326
H14 0.902 -4.780 1.374
O5 -3.369 2.346 0.656
O6 0.054 2.956 0.039
H15 0.521 2.128 -0.121
O7 2.636 1.512 0.535
O8 -2.667 3.816 -1.305
H16 -4.051 3.011 0.512

---

This record from the Open Molecules 2025 dataset describes a cluster of 8 separate species, H16O8 in total in a non-equilibrium geometry. The level of theory is ωB97M-V/def2-TZVPD.

## Properties
Charge: 0
SMILES: O.O.O.O.O.O.O.O
F_max: 0.0798 Eh/bohr
HOMO-LUMO gap: 0.3946 Eh
Relative energy (zero: lowest compared OMol25 entry of this formula, charge and spin): 238.41 kJ/mol
E_tot: -611.49181 Ha
E_HOMO: -10.581 eV

Atoms and positions in Å:
O1 -0.338 12.130 -0.685
H1 -3.686 13.105 -0.394
H2 -0.712 15.158 -1.367
H3 -2.072 12.904 -3.239
H4 -0.723 12.563 -1.376
H5 -1.221 15.200 -5.578
H6 -2.110 11.391 -2.971
O2 -1.008 14.684 -2.149
O3 -1.143 14.260 -5.420
H7 -2.839 9.238 -5.672
H8 -2.135 9.206 -3.132
H9 -3.669 12.689 -6.720
H10 -1.936 15.015 -2.087
O4 -1.917 9.444 -5.989
O5 -3.576 13.165 -5.909
H11 -0.721 9.612 -2.666
O6 -3.949 12.180 -0.571
O7 -1.401 9.834 -3.319
O8 -2.647 12.211 -2.976
H12 -4.060 12.620 -5.297
H13 -3.527 11.969 -1.413
H14 0.050 12.811 -0.205
H15 -1.394 9.760 -5.238
H16 -1.900 13.799 -5.811